C18H26N4O5S | ωB97M-V with the def2-TZVPD basis set

orbital gap: 7.465 eV
electronic energy: -1694.3260 Ha
energy relative to the best compared isomer or geometry (same formula, charge and spin): 411.0 kcal/mol
spin multiplicity: 1

XYZ file:
```
54
Properties=species:S:1:pos:R:3:forces:R:3
C 4.578042 1.971932 0.487761 1.402 -4.718 -6.021
C 3.531783 2.059612 -0.658946 2.032 1.222 3.997
O 2.910033 3.042007 -0.878859 -0.431 2.158 -0.515
N 3.292117 0.876406 -1.207492 5.501 -3.331 2.445
C 2.353051 0.525183 -1.960088 -10.336 1.638 -4.420
C 1.274081 1.642204 -2.262845 -0.491 -3.143 -1.049
C 0.048926 1.370263 -2.769580 4.231 -9.159 0.944
C -0.239831 -0.305400 -2.958485 3.180 4.914 -0.137
C 0.722547 -1.234647 -2.687014 -2.066 1.003 -1.650
C 1.932676 -0.752828 -2.250669 1.891 -0.654 1.099
H 2.481893 -1.568911 -1.861632 1.475 -0.580 0.310
H 0.459092 -2.300028 -2.842861 0.672 0.778 0.241
S -1.785240 -0.711733 -3.253581 -10.259 1.347 -0.082
O -2.813392 0.402130 -3.737742 5.108 -3.188 0.626
O -1.991601 -2.079815 -3.812483 1.296 2.950 1.154
N -2.571783 -0.762328 -1.564742 0.379 -2.055 -2.845
C -2.368942 -2.067353 -1.060226 -1.890 -2.418 0.204
C -1.183061 -2.236329 -0.137473 0.472 -12.077 -7.849
N -1.095783 -1.355459 0.710489 2.750 12.423 8.741
C 0.211539 -1.312480 1.445243 1.272 -6.216 -0.676
C 0.862918 -0.283012 2.257724 -10.609 0.370 3.499
O 1.779866 0.370859 2.111695 7.334 1.932 -2.215
N -0.104279 0.262159 3.227775 2.144 -0.205 -1.063
C -1.356671 -0.148858 3.697415 1.211 -8.986 -2.926
H -1.608179 -1.360814 2.990331 0.172 3.977 1.564
C -1.121193 -0.842198 4.982913 8.539 3.025 -2.501
H -1.888979 -1.072865 5.396793 -9.664 -4.232 4.133
O -0.775402 0.099701 5.928570 4.152 4.207 2.153
C 0.589966 0.860789 5.568772 -1.775 -8.896 -4.451
H 0.840418 1.596435 6.172565 0.544 3.372 3.062
C 0.423938 1.208947 4.099490 2.757 5.203 0.608
H 1.561115 1.540941 3.752709 -3.220 -0.581 0.657
H -0.259038 2.137151 4.045348 1.068 -0.916 0.074
H 1.491057 -0.006489 5.517085 -2.349 2.001 0.780
H -0.310289 -1.613600 5.079279 -0.856 0.074 -1.205
H -2.190734 0.454793 3.636795 -1.455 1.636 -0.210
H 0.331946 -2.437979 2.033117 -0.295 3.060 -1.489
H 0.937209 -1.350083 0.647101 0.584 -0.696 -0.725
C -1.155683 0.063931 0.162136 0.776 2.230 0.799
C -2.528333 0.227203 -0.546834 3.035 4.403 -3.586
H -2.429985 1.284370 -1.354047 -0.528 -2.561 2.946
H -3.406126 0.372655 0.135457 0.685 -0.633 -0.812
H -1.084685 0.889487 0.997336 -0.217 -2.022 -1.100
H -0.119163 0.346607 -0.488381 -3.019 -1.091 1.266
H -1.249807 -3.342339 0.536049 0.166 2.424 -2.360
H -0.314098 -2.411036 -1.012159 -0.943 0.374 2.623
H -2.455510 -2.860850 -1.876977 0.569 1.201 1.191
H -3.274499 -2.207137 -0.502334 -0.678 -0.577 0.850
H -0.795644 1.740019 -3.090306 -3.903 3.412 -1.224
H 1.374237 2.622502 -1.982025 1.000 1.912 0.316
H 3.767488 0.020253 -0.848322 0.183 1.490 0.032
H 4.921853 2.808646 0.890903 1.659 3.977 0.818
H 5.439852 1.229899 -0.025411 -1.704 2.257 1.750
H 4.209315 1.449212 1.273557 -1.552 -2.035 2.230
```
Positions in Å, forces in eV/Å.

Results of the Mulliken charge analysis, in e, for atoms 1 through 6: C -1.28; C 0.81; O -0.56; N -0.04; C 0.48; C -0.65